Density functional theory data (ωB97M-V with the def2-TZVPD basis set) for C23H26BrMnN4O2S as an isolated structure in a non-equilibrium geometry.

The geometry in XYZ format:
```
58
Properties=species:S:1:pos:R:3:forces:R:3
H 1.66545 -2.23104 -0.65421 1.067 1.064 -0.435
C -0.39853 4.44829 0.66784 -0.804 -0.145 -0.636
N -1.04341 -1.89126 -0.80335 0.539 -1.281 -0.331
N -0.24010 -0.28361 3.04186 0.960 -0.187 1.040
H -0.65268 0.53656 3.50209 0.389 -0.596 -0.205
Br 0.88372 2.70908 2.40859 -0.228 -0.407 -0.665
C -2.14418 -4.00993 -1.23688 1.637 1.426 -0.508
H -2.32968 -4.98150 -0.88491 -0.029 -1.284 0.068
C -2.65915 4.43852 -0.26606 0.912 -0.425 0.595
H 0.80967 -0.20479 3.01049 -1.450 0.212 0.478
H 2.99884 0.36997 1.63032 -0.564 0.467 0.384
H 2.79796 -1.41410 1.25102 0.360 1.807 -0.423
C -3.92689 0.91457 -0.17594 -1.460 0.150 -0.128
C -1.73797 0.93105 0.74358 1.341 0.899 1.791
C 3.00604 -0.35189 0.83694 -1.200 -2.666 -0.975
H 1.32088 1.42402 -1.42800 -0.250 0.009 -0.436
H -3.52161 -4.03807 -2.95455 0.404 0.139 0.377
Mn -0.23678 -0.33469 0.82953 1.519 -1.763 -1.243
C -0.53877 -1.60640 3.65846 -0.172 0.673 -0.846
H 4.06779 -2.18016 -1.43419 -0.633 0.145 0.004
O 0.46979 -2.20662 1.52090 -0.923 -1.080 1.981
H -1.27786 6.12259 -0.32477 -0.285 0.552 0.132
C 4.37800 -0.27709 0.13184 -0.005 -0.602 -0.046
H 3.51101 -1.37755 -2.86846 -0.365 0.257 0.304
C -3.84377 2.26968 -0.42994 0.975 0.478 -0.055
C 3.46074 -1.31349 -1.76895 1.014 -0.602 -0.085
C -1.47392 5.11893 -0.00785 -0.039 -1.580 0.176
C 3.48080 1.06341 -1.74028 0.157 -0.749 0.252
H 3.30751 1.00126 -2.83081 -0.083 -0.057 0.528
H -4.59857 2.87676 -0.96799 0.359 -0.818 0.255
C 2.20208 1.12572 -0.88050 -0.120 1.142 0.145
C -2.77132 -3.46568 -2.38456 -1.385 -0.160 0.836
H 0.44068 5.03203 0.94794 0.629 0.544 0.260
O -0.19067 -3.84967 2.99840 -0.049 0.887 -1.030
S -0.99487 0.06991 -2.57154 -0.345 0.203 0.178
H -3.12811 -0.67913 1.06770 0.374 0.108 -0.868
H -3.20274 -1.56541 -3.30801 -0.391 0.259 -1.201
C -0.09289 -2.67624 2.61186 1.799 -0.303 0.640
C -1.19706 -3.22636 -0.56186 -0.498 -0.242 0.425
H 4.02558 1.98735 -1.53960 0.395 -0.184 -0.147
H 1.24905 -1.22195 -1.94094 -0.394 0.794 -0.767
H 2.39794 1.95002 -0.15995 -0.427 -0.718 0.099
C -1.51580 2.31869 0.60886 -2.811 0.346 -1.542
C -2.67101 3.02209 -0.03058 0.255 0.131 0.476
C 2.02047 -1.30176 -1.21111 -0.258 -0.281 2.397
C -0.40220 3.11481 1.01648 -1.223 1.108 -0.328
H -4.77799 0.29306 -0.55318 0.585 0.804 0.465
C -2.92088 0.29096 0.58268 -1.139 0.401 -0.332
C -1.60066 -1.40242 -1.92485 -0.414 0.366 -0.622
H 4.91283 0.51974 0.68169 0.383 -0.231 -1.016
H -3.59891 4.93022 -0.56626 0.718 -0.171 -0.202
H -1.62343 -1.81393 3.76933 0.517 0.646 0.141
N 4.26860 -0.14597 -1.34006 -0.840 0.932 0.045
H -0.03506 -1.64553 4.64505 -0.302 -0.754 -0.583
H -0.49044 -3.66321 0.20817 -1.385 0.658 -0.702
N 1.88318 -0.12439 -0.17783 1.471 -1.144 -0.105
C -2.61550 -2.14218 -2.65359 1.653 0.168 1.418
H 4.89480 -1.25325 0.20998 0.060 0.654 0.571
```
Forces are in eV/Å.

- Net charge: -1
- Spin multiplicity: 6
- DFT total energy: -146526.8124 eV
- HOMO energy (spin up / spin down): -3.59 / -3.83 eV
- Kohn-Sham gap (spin up / spin down): 0.2176 / 0.2259 hartree
- LUMO (spin up / spin down): 2.333 / 2.319 eV
- ⟨S²⟩: 8.760
- Max |F|: 3.224 eV/Å
- Relative energy (zero: lowest compared OMol25 entry of this formula, charge and spin): 0.00 kJ/mol